## one
Density functional theory data (ωB97M-V with the def2-TZVPD basis set) for a 2-piece molecular cluster, C11H11N overall.

CARTESIAN COORDINATES (ANGSTROEM)
C: 0.977 -1.294 -0.538
C: 2.251 -1.243 0.071
C: 2.888 0.000 0.264
C: 2.155 1.178 -0.032
C: 0.924 1.085 -0.668
C: 0.318 -0.165 -0.905
C: -1.512 -1.363 0.418
C: -0.634 -0.374 0.940
C: -1.023 1.003 0.686
C: -2.246 1.222 0.068
C: -3.033 0.124 -0.292
H: 0.569 -2.265 -0.732
H: 2.806 -2.168 0.239
H: 3.843 0.091 0.760
H: 2.583 2.152 0.124
H: 0.374 1.988 -0.941
H: -0.650 -0.225 -1.335
H: -1.116 -2.386 0.557
H: 0.325 -0.632 1.279
H: -0.487 1.843 1.083
H: -2.602 2.216 -0.007
H: -4.018 0.356 -0.815
N: -2.692 -1.141 -0.225

The total charge is 0. The structure (SMILES) is c1ccccc1.c1ccncc1. The value obtained for the LUMO energy is 0.324 eV. The HOMO energy comes out at -0.2802 Eh. The frontier orbital gap is 7.9 eV. Its spin multiplicity is 1.

***

## two
Density functional theory data (ωB97M-V with the def2-TZVPD basis set) for a 2-piece molecular cluster, C11H11N overall.

CARTESIAN COORDINATES (ANGSTROEM)
C: 1.920 -0.854 -0.303
C: 0.940 -1.482 0.531
C: 0.202 -0.618 1.392
C: 0.263 0.759 1.319
C: 1.179 1.354 0.503
C: 1.991 0.501 -0.337
C: -0.726 -1.252 -0.791
C: -0.001 -0.076 -1.092
C: -0.659 1.151 -0.912
C: -1.906 1.117 -0.191
C: -2.419 -0.100 0.250
H: 2.530 -1.375 -0.903
H: 1.121 -2.553 0.687
H: -0.539 -1.222 2.060
H: -0.706 1.220 1.742
H: 1.278 2.528 0.190
H: 2.796 0.994 -1.007
H: -0.422 -2.288 -1.158
H: 0.999 -0.362 -1.587
H: -0.176 2.083 -1.067
H: -2.403 1.994 0.060
H: -3.348 -0.216 0.713
N: -1.915 -1.303 -0.100

The total charge is 0. The structure (SMILES) is c1ccccc1.c1ccncc1. The value obtained for the LUMO energy is 0.525 eV. The HOMO energy comes out at -0.2866 Eh. The frontier orbital gap is 8.3 eV. Its spin multiplicity is 1.

***

Quick ranking, most stable first: one, two.

***

## one
Density functional theory data (ωB97M-V with the def2-TZVPD basis set) for a 2-piece molecular cluster, C6H13O2 overall.

CARTESIAN COORDINATES (ANGSTROEM)
O: -0.041 1.234 1.868
C: -0.113 1.549 0.700
C: 1.089 2.030 -0.086
C: 0.714 2.465 -1.491
H: -1.081 1.626 0.179
H: 1.788 1.195 -0.122
H: 1.538 2.849 0.489
H: 0.252 1.619 -2.001
H: 1.548 2.842 -2.088
H: -0.025 3.277 -1.458
C: -0.165 -1.632 -1.125
O: -0.311 -0.325 -0.812
C: -0.900 -2.560 -0.146
C: -0.459 -2.342 1.295
H: 0.909 -1.967 -1.136
H: -0.539 -1.896 -2.147
H: -0.811 -3.622 -0.424
H: -1.971 -2.321 -0.216
H: -0.947 -3.036 1.988
H: -0.702 -1.325 1.604
H: 0.625 -2.461 1.401

The total charge is -1. The value obtained for the LUMO energy is 4.160 eV. The HOMO energy comes out at -0.1069 Eh. The frontier orbital gap is 7.1 eV. Its spin multiplicity is 1.

***

## two
Density functional theory data (ωB97M-V with the def2-TZVPD basis set) for a 2-piece molecular cluster, C6H13O2 overall.

CARTESIAN COORDINATES (ANGSTROEM)
C: 1.299 -0.519 1.059
C: 1.904 -0.965 2.393
C: 0.534 -1.678 0.408
C: 0.402 0.717 1.213
H: 2.120 -0.280 0.380
H: 2.296 -1.989 2.357
H: -0.504 -1.674 0.739
H: 0.435 -1.441 -0.652
H: 1.059 -2.624 0.538
H: 0.631 1.165 2.177
H: 0.617 1.470 0.457
H: -0.663 0.525 1.064
H: 1.219 -0.915 3.247
H: 2.764 -0.338 2.640
C: -2.268 1.265 -3.211
C: -1.691 1.222 -1.765
O: -2.155 0.372 -0.978
O: -0.738 2.015 -1.556
H: -2.697 2.254 -3.335
H: -3.056 0.508 -3.277
H: -1.506 0.908 -3.900

The total charge is -1. The value obtained for the LUMO energy is 3.749 eV. The HOMO energy comes out at -0.1456 Eh. The frontier orbital gap is 7.7 eV. Its spin multiplicity is 1.

***

Quick ranking, most stable first: two, one.

***

## one
Density functional theory data (ωB97M-V with the def2-TZVPD basis set) for a 2-piece molecular cluster, C3H8O4 overall.

CARTESIAN COORDINATES (ANGSTROEM)
O: 2.193 1.323 -0.801
O: 0.502 -0.183 -0.190
O: -1.451 0.454 0.812
C: 1.696 0.214 -0.693
C: -1.276 -0.216 2.145
C: -0.233 0.843 0.266
H: 2.300 -0.688 -0.916
H: -0.659 -1.111 1.958
H: -2.209 -0.529 2.644
H: -0.724 0.456 2.823
H: -0.593 1.524 -0.529
H: 0.312 1.453 1.011
O: 0.091 -1.569 -2.758
H: 0.655 -1.016 -3.345
H: -0.602 -0.953 -2.427

The total charge is 0. The structure (SMILES) is COCOC=O.O. The value obtained for the LUMO energy is 0.683 eV. The HOMO energy comes out at -0.3915 Eh. The frontier orbital gap is 11.3 eV. Its spin multiplicity is 1.

***

## two
Density functional theory data (ωB97M-V with the def2-TZVPD basis set) for a 2-piece molecular cluster, C3H8O4 overall.

CARTESIAN COORDINATES (ANGSTROEM)
O: -1.247 -0.447 -1.034
C: -1.147 -0.804 0.114
O: -2.137 -1.508 0.716
C: -0.001 -0.555 1.058
C: 1.407 -0.410 0.518
O: 1.772 0.886 0.190
H: -2.949 -1.380 0.208
H: -0.307 0.291 1.684
H: -0.111 -1.363 1.782
H: 2.050 -0.731 1.327
H: 1.608 -1.150 -0.265
H: 1.181 1.164 -0.496
H: -0.440 1.465 -2.346
H: -0.015 2.648 -1.482
O: 0.335 1.894 -1.972

The total charge is 0. The structure (SMILES) is O=C(O)CCO.O. The value obtained for the LUMO energy is 0.536 eV. The HOMO energy comes out at -0.3759 Eh. The frontier orbital gap is 10.8 eV. Its spin multiplicity is 1.

***

Quick ranking, most stable first: two, one.

***

## one
Density functional theory data (ωB97M-V with the def2-TZVPD basis set) for a 2-piece molecular cluster, C3H8O4 overall.

CARTESIAN COORDINATES (ANGSTROEM)
O: 1.456 -2.889 -3.497
H: 1.316 -2.346 -4.306
H: 1.412 -2.244 -2.755
O: 0.865 -0.940 -0.234
O: -2.117 0.933 2.059
O: 1.019 0.711 1.292
C: 1.455 -0.466 0.726
C: -1.437 0.565 0.893
C: -0.098 1.432 0.687
H: -2.607 1.754 1.844
H: 2.317 -0.842 1.311
H: -1.334 -0.536 0.952
H: -2.192 0.790 0.115
H: 0.112 1.711 -0.364
H: -0.167 2.367 1.276

The total charge is 0. The structure (SMILES) is O=COCCO.O. The value obtained for the LUMO energy is 0.684 eV. The HOMO energy comes out at -0.3819 Eh. The frontier orbital gap is 11.1 eV. Its spin multiplicity is 1.

***

## two
Density functional theory data (ωB97M-V with the def2-TZVPD basis set) for a 2-piece molecular cluster, C3H8O4 overall.

CARTESIAN COORDINATES (ANGSTROEM)
O: -2.313 -0.009 -0.024
C: -1.114 0.142 -0.067
O: -0.199 -0.762 -0.579
C: -0.360 1.330 0.377
C: 0.636 1.830 -0.733
O: 1.763 1.053 -0.928
H: -0.590 -1.347 -1.162
H: 0.088 1.370 1.517
H: -1.162 2.101 0.392
H: 1.073 2.846 -0.503
H: 0.040 1.807 -1.685
H: 1.517 0.133 -0.730
H: 1.676 -2.718 2.240
H: 0.424 -2.208 1.416
O: 0.995 -3.006 1.663

The total charge is 0. The structure (SMILES) is O=C(O)CCO.O. The value obtained for the LUMO energy is 0.428 eV. The HOMO energy comes out at -0.3839 Eh. The frontier orbital gap is 10.9 eV. Its spin multiplicity is 1.

***

Quick ranking, most stable first: two, one.

***

## one
Density functional theory data (ωB97M-V with the def2-TZVPD basis set) for a 2-piece molecular cluster, CH4NO2 overall.

CARTESIAN COORDINATES (ANGSTROEM)
O: 0.885 -1.080 -1.643
H: -0.028 -1.310 -1.872
C: -1.131 0.755 0.299
N: -0.050 0.983 1.247
O: -1.468 -0.427 0.249
H: 0.719 -0.695 -0.767
H: 0.418 0.125 1.557
H: 0.654 1.648 0.929

The total charge is -1. The value obtained for the LUMO energy is 4.844 eV. The HOMO energy comes out at -0.0649 Eh. The frontier orbital gap is 6.6 eV. Its spin multiplicity is 1.

***

## two
Density functional theory data (ωB97M-V with the def2-TZVPD basis set) for a 2-piece molecular cluster, CH4NO2 overall.

CARTESIAN COORDINATES (ANGSTROEM)
C: -0.402 -0.335 1.200
N: -0.339 0.138 -1.349
O: 1.093 0.257 -1.280
O: 0.789 -0.097 1.431
H: -0.761 -1.484 0.936
H: -1.151 0.376 0.873
H: -0.618 1.137 -1.454
H: 1.389 0.008 -0.357

The total charge is -1. The value obtained for the LUMO energy (spin up / spin down) is 4.599 / 4.599 eV. The HOMO energy (spin up / spin down) comes out at -0.0587 / -0.0587 Eh. The frontier orbital gap (spin up / spin down) is 6.2 / 6.2 eV. Its spin multiplicity is 1.

***

Quick ranking, most stable first: one, two.

***

## one
Density functional theory data (ωB97M-V with the def2-TZVPD basis set) for a 2-piece molecular cluster, CH4NO2 overall.

CARTESIAN COORDINATES (ANGSTROEM)
O: 1.069 1.156 0.057
C: 0.785 0.572 1.127
O: -0.354 0.340 1.621
H: 1.600 0.188 1.750
N: -0.708 -0.775 -1.106
H: -0.817 -0.297 -0.212
H: -1.580 -0.874 -1.603
H: 0.004 -0.309 -1.633

The total charge is -1. The value obtained for the LUMO energy is 4.860 eV. The HOMO energy comes out at -0.1482 Eh. The frontier orbital gap is 8.9 eV. Its spin multiplicity is 1.

***

## two
Density functional theory data (ωB97M-V with the def2-TZVPD basis set) for a 2-piece molecular cluster, CH4NO2 overall.

CARTESIAN COORDINATES (ANGSTROEM)
N: 1.402 -2.002 -0.445
H: 0.846 -1.190 -0.053
H: 1.769 -1.880 -1.370
H: 2.044 -2.462 0.175
O: 0.185 0.160 0.533
C: -0.921 0.686 0.224
O: -1.140 1.840 -0.170
H: -1.814 0.024 0.337

The total charge is -1. The value obtained for the LUMO energy is 4.724 eV. The HOMO energy comes out at -0.1557 Eh. The frontier orbital gap is 9.0 eV. Its spin multiplicity is 1.

***

Quick ranking, most stable first: one, two.

***

## one
Density functional theory data (ωB97M-V with the def2-TZVPD basis set) for one molecule with the formula FH3OSi.

CARTESIAN COORDINATES (ANGSTROEM)
O: -0.772 0.560 -0.722
F: 1.412 0.967 0.767
Si: 0.314 -0.177 0.257
H: -1.165 0.237 -1.522
H: -0.508 -0.103 1.475
H: 0.717 -1.484 -0.255

The total charge is 0. The structure (SMILES) is O[SiH2]F. The value obtained for the LUMO energy is 0.668 eV. The HOMO energy comes out at -0.4127 Eh. The frontier orbital gap is 11.9 eV. Its spin multiplicity is 1.

***

## two
Density functional theory data (ωB97M-V with the def2-TZVPD basis set) for one molecule with the formula FH3OSi.

CARTESIAN COORDINATES (ANGSTROEM)
O: 1.971 -0.128 -0.686
F: 2.880 0.145 0.395
Si: 0.202 -0.128 0.081
H: -0.150 0.737 -0.997
H: -0.138 -1.518 -0.164
H: 0.345 0.292 1.510

The total charge is 0. The structure (SMILES) is FO[SiH3]. The value obtained for the LUMO energy is 0.142 eV. The HOMO energy comes out at -0.3870 Eh. The frontier orbital gap is 10.7 eV. Its spin multiplicity is 1.

***

Quick ranking, most stable first: one, two.

***

## one
Density functional theory data (ωB97M-V with the def2-TZVPD basis set) for C9H17Br12FO2P as an isolated structure.

CARTESIAN COORDINATES (ANGSTROEM)
C: -1.108 1.584 2.826
C: -0.375 2.393 1.734
C: -0.226 1.707 0.363
F: -0.325 0.291 0.498
C: 1.059 2.029 -0.399
C: 2.349 2.225 0.375
O: 3.304 2.522 -0.623
P: 2.557 3.371 -2.021
O: 0.944 3.145 -1.215
H: -0.551 1.623 3.769
H: -1.199 0.527 2.567
H: -2.112 1.972 3.030
H: -0.942 3.312 1.547
H: 0.599 2.716 2.114
H: -1.051 2.027 -0.289
H: 1.243 1.130 -1.017
H: 2.318 3.099 1.051
H: 2.691 1.336 0.916
H: 3.866 3.467 -2.626
H: 2.765 4.612 -1.307
H: 1.900 4.063 -3.103
H: 2.344 2.084 -2.658
C: -2.544 -2.336 1.120
Br: -2.139 -3.476 2.615
Br: -2.709 -3.344 -0.510
Br: -4.112 -1.273 1.441
H: -1.710 -1.656 0.988
C: 5.645 -1.423 1.551
Br: 4.867 -3.028 0.819
Br: 7.559 -1.400 1.285
Br: 4.796 0.152 0.867
H: 5.484 -1.458 2.620
C: -5.386 -6.140 -0.592
Br: -4.954 -7.243 0.921
Br: -5.588 -7.185 -2.195
Br: -6.935 -5.055 -0.257
H: -4.551 -5.471 -0.746
C: -1.552 -0.200 -2.974
Br: -2.321 -1.734 -3.864
Br: 0.296 0.039 -3.388
Br: -2.577 1.390 -3.322
H: -1.617 -0.392 -1.910

The total charge is -1. The value obtained for the LUMO energy is 1.367 eV. The HOMO energy comes out at -0.1629 Eh. The frontier orbital gap is 5.8 eV. Its spin multiplicity is 1.

***

## two
Density functional theory data (ωB97M-V with the def2-TZVPD basis set) for C9H17Br12FO2P as an isolated structure.

CARTESIAN COORDINATES (ANGSTROEM)
C: 2.537 1.104 1.943
C: 1.010 0.880 2.494
C: -0.004 0.117 1.459
F: 0.361 0.214 0.027
C: -1.585 0.627 1.565
C: -1.887 2.233 1.744
O: -3.380 2.294 1.628
P: -4.010 0.718 2.152
O: -2.474 -0.088 2.521
H: 2.831 2.233 2.196
H: 2.676 0.991 0.787
H: 3.345 0.416 2.457
H: 1.104 0.171 3.450
H: 0.630 1.910 2.901
H: -0.032 -1.031 1.785
H: -1.937 0.447 0.439
H: -1.726 2.688 2.836
H: -1.452 2.981 0.921
H: -5.294 1.304 1.818
H: -4.209 1.284 3.462
H: -4.570 -0.517 2.708
H: -4.061 0.141 0.824
C: 3.119 -1.657 -1.027
Br: 4.580 -0.494 -1.573
Br: 2.333 -2.590 -2.542
Br: 3.660 -2.886 0.380
H: 2.339 -1.014 -0.607
C: -1.790 5.451 -1.778
Br: -1.431 4.393 -3.371
Br: -3.119 6.832 -2.110
Br: -2.271 4.333 -0.260
H: -0.857 5.962 -1.516
C: 4.619 -4.903 -4.695
Br: 6.080 -3.740 -5.240
Br: 3.833 -5.837 -6.209
Br: 5.160 -6.133 -3.288
H: 3.839 -4.260 -4.275
C: -1.490 -2.858 -0.772
Br: -1.131 -3.916 -2.365
Br: -2.819 -1.478 -1.104
Br: -1.971 -3.976 0.746
H: -0.557 -2.348 -0.510

The total charge is -1. The value obtained for the LUMO energy is 1.190 eV. The HOMO energy comes out at -0.1483 Eh. The frontier orbital gap is 5.2 eV. Its spin multiplicity is 1.

***

Quick ranking, most stable first: one, two.